Molecular formula: C37H58ClN4OPPdSi3
Method: DFT, ωB97M-V/def2-TZVPD

Geometry as XYZ:
```
106
C37H58ClN4OPPdSi3 | OMol25 | ωB97M-V/def2-TZVPD
Pd 0.63945 -0.08268 -0.27132
C -0.10638 0.15507 3.95323
O 0.34693 0.02250 2.63114
Si 1.99997 0.11573 2.21308
C 2.53460 1.74741 3.00019
C 2.72274 -1.19291 3.37601
C 2.70223 -0.11394 0.56619
Si 2.89761 1.35675 -0.52092
C 3.25909 1.03286 -2.33724
C 4.58061 2.15192 -0.01414
C 1.82423 2.92225 -0.46268
Si 2.54666 -1.80598 -0.16229
C 4.28402 -2.58466 0.16417
C 2.44038 -2.19070 -2.01800
C 1.50059 -3.12590 0.75744
H 0.09431 -0.74302 4.55719
H -1.19039 0.31562 3.93525
H 0.34419 1.01270 4.47557
H 2.38731 1.73231 4.09033
H 1.97886 2.60583 2.58993
H 3.60175 1.90910 2.80393
H 2.50737 -0.97753 4.43684
H 3.81387 -1.20989 3.23740
H 2.33912 -2.19964 3.14730
H 4.04560 0.26876 -2.44785
H 3.63651 1.97402 -2.76916
H 2.38062 0.71284 -2.90755
H 5.37224 1.38496 -0.04856
H 4.53653 2.54604 1.01249
H 4.86778 2.98681 -0.68305
H 0.75999 2.67675 -0.43496
H 2.03642 3.53253 -1.35746
H 2.06050 3.53443 0.42520
H 5.06531 -1.96371 -0.30253
H 4.37857 -3.61824 -0.22374
H 4.47364 -2.60218 1.24958
H 3.35402 -1.85872 -2.53258
H 1.58574 -1.71703 -2.51540
H 2.36540 -3.28521 -2.13816
H 2.15961 -3.81497 1.31008
H 0.91285 -3.71894 0.04290
H 0.79992 -2.67678 1.47426
Cl -2.35178 -5.03797 -2.06398
C -2.19870 -3.74001 -0.89986
C -2.87256 -3.80422 0.30053
C -2.71565 -2.75359 1.18559
C -1.89162 -1.69299 0.82920
N -1.24068 -1.65378 -0.32624
C -1.38511 -2.65253 -1.18864
H -3.50262 -4.65563 0.53001
H -3.22543 -2.74923 2.14100
H -1.72217 -0.83334 1.47126
H -0.84365 -2.56841 -2.12703
C 0.14685 -1.01374 -5.65262
C -0.53805 0.31221 -5.35058
C -0.07842 1.36794 -6.34956
C -2.05741 0.14362 -5.43188
N -0.10806 0.77363 -4.03213
N -0.57832 -0.08348 -2.99723
H -0.17606 -1.39560 -6.62894
H -0.09731 -1.74562 -4.88044
H 1.23415 -0.88276 -5.65697
H -0.24119 1.02517 -7.37772
H 0.98718 1.57085 -6.20248
H -0.63262 2.30495 -6.21079
H -2.37522 -0.09149 -6.45643
H -2.55969 1.06441 -5.11423
H -2.38485 -0.67073 -4.77664
H -0.44316 1.72024 -3.87371
H -0.04027 0.10906 -2.13263
H -1.50113 0.22987 -2.69856
N -1.48610 1.30114 -0.28950
P -2.25911 2.60468 -0.25492
C -1.54899 3.99402 0.74482
C -1.70124 5.35664 0.50429
C -1.08229 6.30094 1.32590
C -0.29406 5.88565 2.39206
C -0.11735 4.52414 2.62968
C -0.73420 3.58908 1.80758
C -2.63966 3.47052 -1.85626
C -3.86277 3.33878 -2.51102
C -4.05121 3.84770 -3.79689
C -3.01206 4.49737 -4.44710
C -1.78069 4.62906 -3.81142
C -1.59535 4.11125 -2.53314
C -3.96402 2.49261 0.50148
C -4.76187 3.57592 0.86554
C -6.00340 3.38162 1.46816
C -6.46145 2.09120 1.71797
C -5.67282 1.00163 1.36068
C -4.43104 1.20391 0.75858
H -2.30677 5.69226 -0.33131
H -1.20184 7.35881 1.11985
H 0.20100 6.61825 3.02037
H 0.52549 4.19158 3.43753
H -0.54750 2.52589 1.93129
H -4.68150 2.83526 -2.00813
H -5.00811 3.72774 -4.29163
H -3.15391 4.88768 -5.44840
H -0.95830 5.12073 -4.31754
H -0.62431 4.19291 -2.05201
H -4.40751 4.58647 0.68209
H -6.60932 4.23492 1.75144
H -7.42602 1.93859 2.19160
H -6.02240 -0.00604 1.55578
H -3.77820 0.37956 0.47833
```

Results
**Total charge**: -2
**E_LUMO**: 4.173 eV
**Multiplicity**: 1
**HOMO energy**: -0.62 eV
**E**: -96244.314 eV
**Energy above the lowest of the compared OMol25 structures with the same formula, charge and spin**: 166.1 kJ/mol

Atomic partial charges in e from the Mulliken method, atoms 1 to 99: -0.19 -1.24 0.12 1.02 -1.15 -1.41 -0.26 0.58 -0.89 -1.45 -0.18 1.23 -1.50 -0.95 -1.12 0.28 0.29 0.32 0.39 -0.01 0.32 0.30 0.26 0.32 0.12 0.33 0.10 0.22 0.32 0.30 -0.68 0.39 0.38 0.28 0.30 0.27 0.26 -0.08 0.37 0.40 0.35 0.06 -0.30 0.09 -0.43 -1.08 -0.71 1.23 -0.76 0.43 0.46 0.64 0.31 -1.76 1.95 -1.77 -1.69 -0.09 1.42 0.50 0.17 0.34 0.42 0.40 0.32 0.48 0.25 0.31 -0.02 -0.97 0.17 0.23 0.23 0.51 -0.21 -0.84 -0.61 -0.34 -0.57 0.10 -0.52 -0.71 -0.48 -0.53 -0.20 -0.14 -0.23 -0.65 -0.40 -0.56 -0.40 0.36 0.38 0.37 0.39 0.29 0.38 0.36 0.34



Molecular formula: C37H58N6O9S
Method: DFT, ωB97M-V/def2-TZVPD

Geometry as XYZ:
```
111
C37H58N6O9S | OMol25 | ωB97M-V/def2-TZVPD
C -3.00285 4.39442 1.24259
C -3.73494 3.68464 2.37735
O -4.97731 3.19028 1.89811
C -5.32154 1.93913 2.44776
C -4.30035 0.87961 2.03635
O -4.81396 -0.01605 1.05056
C -3.86313 -0.56898 0.19932
O -4.52502 -1.41394 -0.67711
C -2.70146 -1.26673 0.92866
C -1.28758 -0.98323 0.38470
C -0.34800 -1.89611 1.16476
O 0.98448 -1.78133 0.67611
C 1.95442 -2.57703 1.22266
C 1.80331 -2.96027 2.66988
O 2.87288 -2.92641 0.54451
C -0.90313 0.51509 0.43318
C 0.29707 0.83504 -0.45299
C 0.43191 2.32590 -0.80393
C -0.20241 2.70869 -2.14622
C -0.75866 4.14880 -2.20887
N -2.19905 4.25120 -2.43430
C -0.71601 1.03692 1.88581
O 0.53292 1.64880 2.10907
C 1.38007 0.97889 3.02109
O -2.02387 1.32411 -0.08680
S -3.20248 0.72919 -0.95356
O -4.14599 1.78359 -1.06257
O -2.65336 0.08441 -2.10603
H -2.77021 5.42858 1.49719
H -3.62715 4.41499 0.34951
H -2.06589 3.89846 0.97663
H -3.88975 4.34962 3.23381
H -3.12697 2.85157 2.74814
H -5.35790 1.98719 3.54400
H -6.31878 1.69054 2.08867
H -3.95172 0.31131 2.90585
H -3.45463 1.41896 1.62122
H -5.08083 -2.00215 -0.14857
H -2.89419 -2.33401 0.80004
H -2.73631 -1.06466 2.00053
H -1.23956 -1.30914 -0.65588
H -0.69856 -2.92215 1.01216
H -0.39317 -1.69450 2.23822
H 1.12269 -3.81356 2.74264
H 2.76958 -3.26834 3.05593
H 1.39051 -2.16832 3.29375
H 1.19861 0.45735 0.02119
H 0.17000 0.26029 -1.37577
H 0.00105 2.93953 -0.00970
H 1.49758 2.56514 -0.81107
H -1.03148 2.03038 -2.35805
H 0.52549 2.57470 -2.95039
H -0.52312 4.66802 -1.27571
H -0.24273 4.70275 -2.99760
H -2.56331 3.44735 -2.92857
H -2.71490 4.33706 -1.57000
H -1.48781 1.78460 2.07596
H -0.87048 0.22540 2.60359
H 0.83021 0.64403 3.90752
H 2.14553 1.68850 3.32996
H 1.87463 0.12079 2.55117
C 1.79073 0.83098 -6.52734
C 0.66791 0.26391 -7.18888
C -0.28352 0.01160 -6.23622
N 0.22044 0.40523 -5.02807
C 1.48277 0.90536 -5.19471
H 2.71372 1.15114 -6.98171
H 0.56908 0.06883 -8.24393
H -1.27127 -0.40865 -6.31556
H -0.26543 0.33887 -4.15093
H 2.05264 1.27020 -4.35731
C 1.03688 -3.56846 7.13669
C 2.29664 -3.03309 6.74978
C 2.96529 -4.01694 6.07045
N 2.15891 -5.12034 6.02911
C 0.98334 -4.85778 6.67715
H 0.26332 -3.06658 7.69353
H 2.66898 -2.04225 6.95010
H 3.93876 -4.02383 5.61041
H 2.39645 -5.99092 5.58954
H 0.21385 -5.60595 6.75979
C 2.77467 0.61886 -10.70998
C 3.80201 1.20261 -11.50141
C 5.00037 0.80131 -10.97496
N 4.73598 -0.00095 -9.89849
C 3.38352 -0.11788 -9.72958
H 1.71179 0.73023 -10.84539
H 3.67421 1.84422 -12.35708
H 6.01165 1.01789 -11.27335
H 5.42830 -0.43565 -9.31739
H 2.97257 -0.70989 -8.92940
C 3.55490 -7.02999 0.95648
C 2.36415 -6.29737 0.69778
C 1.30992 -7.10792 1.02850
N 1.81776 -8.29881 1.47478
C 3.18501 -8.25928 1.43288
H 4.56552 -6.69061 0.80341
H 2.29774 -5.29442 0.31212
H 0.24680 -6.94332 0.97873
H 1.27184 -9.08516 1.77410
H 3.77551 -9.10579 1.73891
C -0.48138 5.66730 5.11180
C 0.02701 4.42404 5.57834
C 0.27165 3.64571 4.47808
N -0.06918 4.36892 3.36845
C -0.52794 5.60097 3.74456
H -0.77798 6.51155 5.71121
H 0.19512 4.13683 6.60281
H 0.66005 2.64525 4.39134
H 0.00428 4.03886 2.42206
H -0.84773 6.32225 3.01234
```

Results
**Total charge**: 0
**E_LUMO**: -0.051 eV
**Multiplicity**: 1
**HOMO energy**: -8.03 eV
**E**: -77509.633 eV
**SMILES string**: CCOCCO[C@]1(O)C[C@H](COC(C)=O)[C@](CCCCN)(COC)OS1(=O)=O.c1cc[nH]c1.c1cc[nH]c1.c1cc[nH]c1.c1cc[nH]c1.c1cc[nH]c1

Atomic partial charges in e from the Mulliken method, atoms 1 to 99: -0.69 -0.38 -0.46 -0.81 1.07 -0.58 1.02 -0.54 -1.39 -0.53 -1.76 -0.38 0.55 -0.73 -0.59 2.37 -1.46 -0.62 0.66 -0.83 -0.68 -0.71 -0.24 -1.25 0.05 1.11 -0.73 -0.69 0.36 0.51 -0.18 0.49 0.40 0.32 0.40 0.23 -0.98 0.53 0.52 0.13 0.90 0.79 0.36 0.39 0.25 0.32 0.40 0.76 -0.26 0.52 -0.39 0.07 0.26 0.34 0.31 0.30 -0.55 0.63 0.53 0.45 0.13 -0.58 -0.26 -0.73 0.12 -0.45 0.45 0.37 0.41 0.23 0.45 -0.42 -0.34 -0.67 0.06 -0.56 0.42 0.46 0.45 0.20 0.40 -0.18 -0.58 -0.46 -0.03 -0.62 0.41 0.38 0.37 0.20 0.51 -0.64 -0.09 -0.69 0.01 -0.49 0.41 0.50 0.38